1.
Molecular formula: C31H30AuCl2FN2O5Si
Method: DFT, ωB97M-V with the def2-TZVPD basis set

Geometry (Å):
Au  -1.92822  0.67884  -0.07614
C  3.50408  -1.02476  4.89406
C  3.97878  -0.05976  3.80566
C  5.27828  -0.57446  3.19126
C  5.76958  0.40074  2.13096
C  4.70668  0.56884  1.08696
C  5.04268  0.88124  -0.21894
C  4.04638  0.98034  -1.17984
F  4.39778  1.27854  -2.44824
C  2.72518  0.76644  -0.87554
C  2.36258  0.46724  0.44486
C  0.95878  0.23244  0.75036
O  0.14438  0.09724  -0.20684
C  0.66088  0.17254  2.14276
C  1.67678  0.10864  3.04876
N  2.98838  0.11494  2.74336
C  3.36038  0.37804  1.44086
C  -0.74422  0.18194  2.79086
O  -0.82052  -0.35636  3.88316
O  -1.66262  0.79484  2.18416
H  4.35408  -1.28866  5.51926
H  3.10298  -1.93656  4.45606
H  2.74848  -0.58876  5.54136
H  4.16288  0.92524  4.25866
H  5.09938  -1.55486  2.74386
H  6.02468  -0.68886  3.97696
H  6.68758  0.03714  1.66746
H  5.99508  1.36604  2.59496
H  6.07308  1.04114  -0.49844
H  1.95488  0.82594  -1.62794
H  1.39938  0.02544  4.08636
Cl  -3.70832  -4.04166  -3.80684
C  -3.17252  -4.29896  -2.19034
C  -2.99432  -5.58656  -1.71564
C  -2.55532  -5.77166  -0.41584
C  -2.30572  -4.68656  0.40616
C  -2.50402  -3.39906  -0.07074
Cl  -2.19712  -2.03126  0.95936
C  -2.94172  -3.18466  -1.38014
N  -3.19462  -1.90366  -1.88934
C  -2.26082  -1.20746  -2.61424
C  -0.97542  -1.71976  -2.83644
C  -0.04322  -0.98486  -3.53184
C  -0.37152  0.27464  -4.02794
C  -1.65122  0.76434  -3.86754
C  -2.62682  0.03424  -3.19384
C  -4.02702  0.51434  -3.12654
C  -4.36572  1.16954  -1.72534
O  -4.92842  2.23824  -1.73144
O  -4.00172  0.46264  -0.73994
H  -3.20712  -6.42496  -2.35914
H  -2.41522  -6.77206  -0.03844
H  -1.95532  -4.82496  1.41556
H  -3.82102  -1.31896  -1.33264
H  -0.71772  -2.68616  -2.42924
H  0.95218  -1.37616  -3.67484
H  0.36798  0.85514  -4.55804
H  -1.91802  1.71704  -4.30024
H  -4.73512  -0.30936  -3.24224
H  -4.22572  1.27774  -3.87694
C  0.03358  3.59334  0.68476
Si  -1.67282  3.13074  -0.05464
C  -1.86362  3.88374  -1.80274
C  -3.12922  3.70624  1.02646
H  0.14308  4.67134  0.76266
H  0.85008  3.21644  0.07536
H  0.13698  3.17024  1.67926
H  -1.78742  4.96514  -1.73154
H  -2.84502  3.64314  -2.19784
H  -1.11742  3.53824  -2.50924
H  -3.14182  4.78844  1.13006
H  -3.08972  3.26334  2.01526
H  -4.06482  3.39994  0.56586

Values from the calculation:
Orbital gap (alpha / beta): 6.48 / 4.90 eV
Multiplicity: 3
F_max: 2.4 eV/Å
Charge: 0

Atom charges from the Löwdin analysis, given in e for atoms 1 to 8: 1.04, -0.04, -0.30, -0.14, -0.13, -0.13, 0.06, -0.25



2.
Molecular formula: C31H30BrN6O5PS2Ti
Method: DFT, ωB97M-V with the def2-TZVPD basis set

Geometry (Å):
Ti  1.77615  -0.36337  -1.03419
O  1.71401  -0.10310  -4.04200
C  0.84968  -0.02885  -3.17740
O  0.89409  0.84402  -2.23071
C  -0.32706  -1.00515  -3.08830
P  -0.70510  -0.86095  -1.27925
C  -1.83164  0.56571  -1.15924
C  -2.08445  1.44978  -2.20324
C  -2.96677  2.49945  -2.01121
C  -3.55813  2.70261  -0.77457
C  -3.27398  1.85157  0.28540
C  -2.42557  0.77845  0.08585
C  -1.86742  -2.21094  -0.88885
C  -3.12323  -2.27961  -1.47943
C  -4.01075  -3.26371  -1.09021
C  -3.65372  -4.18332  -0.11665
C  -2.40842  -4.11117  0.48321
C  -1.52311  -3.11467  0.10996
H  0.01147  -2.01555  -3.35571
H  -1.14129  -0.72292  -3.76203
H  -1.59893  1.33502  -3.16374
H  -3.16841  3.17122  -2.83336
H  -4.24181  3.52497  -0.62654
H  -3.69757  2.03124  1.26646
H  -2.21503  0.09082  0.89614
H  -3.39667  -1.55394  -2.23226
H  -4.99414  -3.30862  -1.53018
H  -4.35651  -4.94898  0.17541
H  -2.13426  -4.82056  1.24963
H  -0.56252  -3.01869  0.60360
Br  3.15197  -5.53230  0.41482
C  3.24733  -4.17355  -0.90929
C  4.14076  -4.29830  -1.97042
C  4.11345  -3.27366  -2.91944
C  3.30318  -2.17997  -2.73465
N  2.48027  -2.02779  -1.66045
C  2.42354  -3.07472  -0.79467
H  4.80343  -5.14291  -2.05854
H  4.73962  -3.32541  -3.79737
H  3.26817  -1.39703  -3.48416
H  1.66894  -3.02282  -0.01288
O  -4.42891  3.70359  5.21070
S  -3.59607  3.13829  4.17615
O  -2.57524  4.01808  3.62793
O  -4.29104  2.34582  3.16733
C  -2.52623  1.85477  4.96480
N  -2.52777  1.47284  6.22458
C  -1.62780  0.55315  6.55329
C  -0.67818  0.06961  5.66361
C  -0.74136  0.57783  4.36045
N  -1.71412  1.43642  4.03566
C  0.14988  0.30133  3.24891
C  0.08911  1.20199  2.16194
C  0.74335  0.90881  1.00288
N  1.50370  -0.20864  0.83572
C  1.67250  -0.99970  1.91996
C  1.01427  -0.79371  3.11223
H  -1.66450  0.21476  7.58119
H  0.07910  -0.63354  5.97471
H  -0.52549  2.08522  2.25768
H  0.63462  1.55255  0.12896
H  2.36897  -1.82657  1.81110
H  1.14044  -1.49901  3.91977
C  2.00282  3.71636  -0.67613
N  3.03713  2.71488  -0.47633
C  3.38613  1.73462  -1.33041
S  4.12670  0.33363  -0.67393
N  3.36895  1.88168  -2.65861
C  3.11908  3.07056  -3.44195
H  1.40337  3.79772  0.23219
H  1.34750  3.41047  -1.49152
H  2.43710  4.69694  -0.88914
H  3.32253  2.55430  0.48258
H  3.41031  1.01691  -3.19694
H  3.31582  3.95960  -2.85147
H  2.09717  3.09681  -3.82972
H  3.80658  3.05931  -4.28769

Values from the calculation:
Orbital gap (alpha / beta): 5.71 / 6.47 eV
Multiplicity: 3
F_max: 4.6 eV/Å
Charge: 0

Atom charges from the natural (NBO) analysis, given in e for atoms 1 to 8: 1.00, -0.64, 0.73, -0.79, -0.80, 0.91, -0.35, -0.22



3.
Molecular formula: C31H30ClFHfN9O11SSi
Method: DFT, ωB97M-V with the def2-TZVPD basis set

Geometry (Å):
Hf  -0.37044  0.39650  -1.23010
O  -3.95679  -0.14998  0.26697
Cl  -2.83608  0.71102  0.35653
O  -3.02267  1.74353  1.31128
O  -1.59877  -0.05075  0.67619
O  -2.50697  1.28613  -0.97042
C  0.22699  0.99443  2.86532
Si  0.40655  2.43004  1.66096
C  -0.70481  3.74156  2.41685
C  2.21728  2.91693  1.92622
N  0.05705  2.21128  -0.06140
C  0.05330  3.41553  -0.79310
C  0.58382  4.64410  -0.34963
C  0.50964  5.81327  -1.09154
C  -0.09077  5.83375  -2.34085
C  -0.59730  4.64268  -2.83607
C  -0.50205  3.51183  -2.06676
F  -0.99011  2.35400  -2.62484
H  0.04463  1.45953  3.84020
H  1.16060  0.42892  2.93469
H  -0.59181  0.30577  2.66687
H  -0.25634  4.11244  3.34490
H  -1.66873  3.29052  2.65885
H  -0.89444  4.59448  1.76565
H  2.56578  2.50880  2.88036
H  2.38176  3.99700  1.95968
H  2.86463  2.52130  1.13807
H  1.09067  4.68104  0.60109
H  0.94063  6.71887  -0.68242
H  -0.15091  6.74276  -2.92349
H  -1.05858  4.56914  -3.81260
N  1.37187  1.19315  -2.30729
C  2.43005  1.32201  -2.75868
C  3.75048  1.51004  -3.12791
C  4.70436  1.40188  -2.07788
N  5.41786  1.31394  -1.17312
C  4.13067  1.77695  -4.47062
N  4.44875  2.00103  -5.55658
C  3.09954  -2.23507  5.65415
C  1.79787  -2.03224  4.89022
N  1.34167  -3.23078  4.19787
C  0.84905  -4.34108  5.01276
C  1.80979  -5.52169  5.06129
C  1.20677  -3.35592  2.84827
O  0.67625  -4.32709  2.33679
C  1.72777  -2.23837  1.99177
C  3.07028  -1.89402  1.93437
C  3.46414  -0.86261  1.10183
C  2.49590  -0.19319  0.38075
N  1.20308  -0.52630  0.42262
C  0.83305  -1.55192  1.19554
H  3.40531  -1.29887  6.12468
H  3.89617  -2.56060  4.98234
H  2.98815  -2.98613  6.43839
H  1.91331  -1.22955  4.16628
H  1.01057  -1.71828  5.58065
H  -0.10236  -4.67002  4.59660
H  0.66723  -3.94815  6.01439
H  1.96296  -5.91396  4.05642
H  1.39466  -6.31866  5.68189
H  2.77660  -5.23082  5.47635
H  3.79887  -2.43699  2.52532
H  4.49896  -0.56574  1.00028
H  2.76390  0.64035  -0.25063
H  -0.21206  -1.83292  1.18387
O  -2.01326  -1.27355  -1.56931
C  -2.13482  -0.80082  -2.71210
O  -1.26826  0.00614  -3.17995
C  -3.31057  -1.09583  -3.59118
C  -4.26874  -0.10857  -3.77012
C  -5.32605  -0.36383  -4.61852
C  -5.46046  -1.55144  -5.30529
C  -4.48975  -2.50580  -5.09919
C  -3.41528  -2.30797  -4.25233
N  -4.60636  -3.79114  -5.82242
O  -3.71462  -4.59674  -5.67134
O  -5.51151  -3.89914  -6.62377
N  -6.35436  0.68091  -4.81615
O  -7.25211  0.44154  -5.59725
O  -6.20070  1.73184  -4.23412
H  -4.19485  0.84115  -3.25707
H  -6.28892  -1.72474  -5.97332
H  -2.67953  -3.08918  -4.11719
S  2.50308  -3.43768  -2.37118
C  1.43130  -2.26389  -2.12387
N  0.65854  -1.40603  -1.91480

Values from the calculation:
Orbital gap: 6.62 eV
F_max: 1.1 eV/Å
Charge: -1

Atom charges from the Löwdin analysis, given in e for atoms 1 to 8: 1.69, -0.24, 0.75, -0.26, -0.45, -0.40, -0.17, 0.43